No. 1
The following is a DFT calculation (ωB97M-V/def2-TZVPD) of C47H68BBrLaN8O4P as an isolated structure.

Geometry (Å):
La (0.54, -0.53, 0.47)
C (5.71, -0.56, 2.67)
C (4.43, 0.16, 2.42)
C (4.05, 1.36, 2.97)
C (2.81, 1.67, 2.42)
N (2.43, 0.70, 1.57)
N (3.45, -0.23, 1.57)
B (3.52, -1.60, 0.83)
N (2.60, -2.70, 1.49)
N (1.23, -2.67, 1.46)
C (0.80, -3.81, 2.04)
C (1.90, -4.57, 2.43)
C (3.02, -3.84, 2.08)
C (4.45, -4.20, 2.35)
C (-0.66, -4.16, 2.24)
C (-1.40, -4.20, 0.89)
C (-1.33, -3.12, 3.14)
C (-0.78, -5.53, 2.90)
N (3.29, -1.54, -0.72)
N (2.31, -0.88, -1.44)
C (2.55, -1.14, -2.74)
C (3.67, -1.96, -2.85)
C (4.11, -2.19, -1.56)
C (5.29, -3.03, -1.18)
C (1.75, -0.73, -3.98)
C (0.74, -1.83, -4.33)
C (2.73, -0.60, -5.16)
C (1.00, 0.60, -3.87)
C (2.01, 2.92, 2.78)
C (2.94, 3.95, 3.44)
C (1.39, 3.57, 1.55)
C (0.91, 2.57, 3.80)
H (6.32, 0.04, 3.33)
H (5.54, -1.52, 3.15)
H (6.27, -0.74, 1.75)
H (4.62, 1.94, 3.67)
H (4.62, -1.99, 0.98)
H (1.90, -5.53, 2.93)
H (4.48, -5.21, 2.76)
H (5.06, -4.18, 1.46)
H (4.90, -3.54, 3.08)
H (-1.35, -3.23, 0.38)
H (-0.98, -4.97, 0.24)
H (-2.45, -4.43, 1.06)
H (-1.27, -2.11, 2.73)
H (-2.39, -3.36, 3.26)
H (-0.88, -3.11, 4.14)
H (-0.36, -6.32, 2.27)
H (-0.27, -5.55, 3.87)
H (-1.83, -5.76, 3.07)
H (4.14, -2.33, -3.74)
H (5.79, -3.36, -2.08)
H (6.01, -2.47, -0.58)
H (4.99, -3.91, -0.62)
H (1.23, -2.80, -4.43)
H (-0.05, -1.90, -3.57)
H (0.26, -1.60, -5.28)
H (3.15, -1.57, -5.45)
H (2.20, -0.22, -6.03)
H (3.55, 0.08, -4.94)
H (0.08, 0.49, -3.29)
H (1.62, 1.40, -3.45)
H (0.70, 0.93, -4.86)
H (3.78, 4.19, 2.79)
H (2.38, 4.86, 3.63)
H (3.33, 3.59, 4.39)
H (2.16, 3.85, 0.83)
H (0.69, 2.90, 1.05)
H (0.85, 4.47, 1.83)
H (1.34, 2.15, 4.71)
H (0.37, 3.48, 4.09)
H (0.18, 1.87, 3.39)
N (0.73, 1.68, -0.97)
C (0.19, 2.92, -1.52)
C (1.11, 3.92, -1.82)
C (0.71, 5.13, -2.36)
C (-0.63, 5.34, -2.63)
C (-1.54, 4.34, -2.36)
C (-1.16, 3.11, -1.80)
P (-2.47, 1.87, -1.48)
C (-3.50, 2.05, -2.98)
C (-4.71, 2.72, -3.05)
C (-5.41, 2.79, -4.24)
C (-4.91, 2.19, -5.39)
C (-3.70, 1.50, -5.33)
C (-3.01, 1.43, -4.14)
C (-3.45, 2.69, -0.16)
C (-4.66, 2.10, 0.22)
C (-5.40, 2.62, 1.27)
C (-4.94, 3.72, 1.97)
C (-3.73, 4.31, 1.61)
C (-3.00, 3.80, 0.55)
H (1.71, 1.87, -0.77)
H (0.76, 1.02, -1.75)
H (2.17, 3.75, -1.63)
H (1.44, 5.89, -2.58)
H (-0.97, 6.28, -3.06)
H (-2.59, 4.50, -2.59)
H (-5.11, 3.22, -2.17)
H (-6.36, 3.32, -4.28)
H (-5.46, 2.24, -6.32)
H (-3.31, 1.03, -6.22)
H (-2.07, 0.88, -4.10)
H (-5.03, 1.24, -0.32)
H (-6.35, 2.17, 1.53)
H (-5.52, 4.13, 2.79)
H (-3.37, 5.18, 2.15)
H (-2.08, 4.30, 0.26)
O (0.58, -0.62, 3.30)
H (1.04, 0.07, 3.80)
H (0.72, -1.44, 3.78)
O (-1.15, 1.13, 1.48)
H (-1.13, 2.10, 1.44)
H (-2.08, 0.90, 1.62)
O (-1.10, -1.13, -1.34)
H (-1.00, -2.04, -1.66)
H (-2.03, -0.89, -1.22)
O (0.62, -3.21, -1.34)
H (0.74, -4.07, -0.91)
H (1.19, -3.21, -2.12)
Br (-6.56, -2.56, -0.91)
C (-5.43, -1.84, 0.41)
C (-5.91, -1.52, 1.66)
C (-5.02, -1.00, 2.58)
C (-3.70, -0.82, 2.21)
N (-3.23, -1.12, 0.99)
C (-4.09, -1.64, 0.12)
H (-6.95, -1.67, 1.91)
H (-5.34, -0.73, 3.58)
H (-2.98, -0.44, 2.93)
H (-3.73, -1.90, -0.87)

- LUMO (eV) = -4.0
- multiplicity = 1
- net charge = +2
- ΔE to the lowest compared entry with this formula, charge and spin (kcal per mole) = 10.1
- frontier orbital gap (hartree) = 0.3133
- molecular weight (g mol⁻¹) = 1069.7


No. 2
The following is a DFT calculation (ωB97M-V/def2-TZVPD) of a 3-piece molecular cluster, C47H72BIN6O3S overall.

Geometry (Å):
C (3.82, 4.22, 2.14)
C (3.00, 3.76, 0.91)
C (1.75, 4.64, 0.63)
O (0.51, 3.94, 0.64)
C (0.26, 3.26, 1.81)
C (0.45, 3.92, 3.01)
C (0.24, 3.22, 4.17)
C (-0.18, 1.92, 4.12)
C (-0.44, 1.23, 2.94)
C (-0.19, 1.94, 1.76)
C (-0.36, 1.35, 0.39)
C (-1.61, 1.27, -0.24)
C (-1.61, 0.72, -1.50)
C (-0.48, 0.25, -2.14)
N (0.71, 0.33, -1.55)
C (0.70, 0.88, -0.35)
N (-0.92, -0.12, 2.93)
C (-2.34, -0.25, 3.37)
C (-3.31, 0.76, 2.77)
C (-4.76, 0.39, 3.16)
N (-5.57, 1.61, 3.35)
C (-6.92, 1.29, 3.86)
C (-6.84, 1.30, 5.39)
C (-6.97, 2.51, 6.03)
C (-6.86, 2.59, 7.40)
C (-6.63, 1.45, 8.13)
C (-6.53, 0.23, 7.49)
C (-6.64, 0.14, 6.12)
O (-6.53, -1.11, 5.55)
C (-0.15, -1.01, 3.77)
C (0.14, -0.61, 5.06)
C (0.84, -1.37, 5.95)
C (1.24, -2.63, 5.53)
B (2.03, -3.48, 6.63)
N (3.38, -3.88, 6.33)
O (1.43, -3.82, 7.85)
C (0.95, -3.09, 4.26)
C (1.40, -4.51, 3.97)
C (0.45, -5.54, 4.70)
C (0.24, -2.28, 3.34)
C (-0.05, -2.87, 1.96)
I (-1.66, -4.33, 2.18)
C (-0.30, -1.91, 0.80)
C (-0.40, -2.63, -0.55)
S (-0.43, 0.99, 5.62)
H (3.80, 3.48, 2.95)
H (4.88, 4.32, 1.88)
H (3.51, 5.20, 2.52)
H (3.66, 3.88, 0.05)
H (2.76, 2.70, 0.96)
H (1.77, 5.49, 1.32)
H (1.84, 5.06, -0.36)
H (0.77, 4.95, 3.06)
H (0.41, 3.69, 5.13)
H (-2.51, 1.64, 0.24)
H (-2.55, 0.66, -2.04)
H (-0.54, -0.18, -3.14)
H (1.68, 0.98, 0.12)
H (-2.67, -1.25, 3.02)
H (-2.45, -0.30, 4.46)
H (-3.11, 1.77, 3.16)
H (-3.24, 0.68, 1.69)
H (-4.80, -0.29, 4.01)
H (-5.18, -0.16, 2.30)
H (-5.67, 2.01, 2.42)
H (-7.30, 0.33, 3.47)
H (-7.55, 2.12, 3.53)
H (-7.15, 3.44, 5.48)
H (-6.95, 3.53, 7.93)
H (-6.51, 1.45, 9.21)
H (-6.36, -0.67, 8.08)
H (-7.06, -1.11, 4.74)
H (1.09, -1.03, 6.95)
H (3.88, -4.16, 7.16)
H (3.88, -3.11, 5.90)
H (1.67, -3.13, 8.48)
H (2.43, -4.69, 4.30)
H (1.38, -4.78, 2.92)
H (-0.38, -5.06, 5.20)
H (0.09, -6.30, 4.00)
H (1.07, -6.08, 5.43)
H (0.82, -3.46, 1.69)
H (0.46, -1.13, 0.84)
H (-1.27, -1.43, 0.97)
H (0.61, -2.81, -0.94)
H (-0.89, -3.60, -0.47)
H (-0.99, -2.06, -1.27)
C (2.45, 3.39, -2.81)
C (3.54, 3.57, -3.86)
N (3.83, 2.36, -4.59)
C (5.03, 2.44, -5.39)
C (5.06, 3.44, -6.55)
C (2.68, 1.73, -5.23)
C (1.88, 2.55, -6.25)
H (2.70, 2.57, -2.12)
H (2.36, 4.30, -2.22)
H (1.48, 3.18, -3.25)
H (4.45, 3.89, -3.34)
H (3.25, 4.41, -4.52)
H (5.27, 1.44, -5.78)
H (5.86, 2.68, -4.72)
H (4.47, 3.10, -7.40)
H (6.09, 3.56, -6.91)
H (4.70, 4.43, -6.26)
H (2.00, 1.40, -4.45)
H (3.01, 0.80, -5.71)
H (1.69, 3.57, -5.90)
H (0.92, 2.08, -6.42)
H (2.39, 2.61, -7.21)
C (1.69, -3.67, -9.89)
C (2.03, -3.18, -8.49)
N (0.98, -2.39, -7.88)
C (1.41, -1.70, -6.68)
C (1.81, -2.54, -5.47)
C (-0.33, -3.02, -7.82)
C (-0.45, -4.35, -7.07)
H (1.42, -2.84, -10.54)
H (2.56, -4.17, -10.33)
H (0.87, -4.39, -9.89)
H (2.93, -2.56, -8.57)
H (2.31, -4.05, -7.87)
H (0.62, -1.00, -6.37)
H (2.26, -1.06, -6.95)
H (0.95, -2.97, -4.96)
H (2.32, -1.91, -4.74)
H (2.50, -3.35, -5.73)
H (-0.68, -3.17, -8.84)
H (-1.04, -2.31, -7.39)
H (0.36, -5.04, -7.32)
H (-1.39, -4.84, -7.34)
H (-0.47, -4.22, -5.99)

- LUMO (eV) = 0.3
- multiplicity = 1
- net charge = 0
- frontier orbital gap (hartree) = 0.3005
- SMILES = CCCOc1ccc2c(c1-c1cccnc1)N(CCCNCc1ccccc1O)c1c(cc(B(N)O)c(CC)c1[C@@H](I)CC)S2.CCN(CC)CC.CCN(CC)CC
- molecular weight (g mol⁻¹) = 938.9


No. 3
The following is a DFT calculation (ωB97M-V/def2-TZVPD) of C47H74CsGeN6SSi6 as an isolated structure.

Geometry (Å):
Cs (-1.39, 0.44, -0.37)
S (0.40, 3.33, -8.33)
N (0.29, 1.76, -7.76)
C (0.26, 1.87, -6.42)
C (0.16, 0.77, -5.50)
C (0.07, -0.56, -5.95)
C (-0.03, -1.58, -5.04)
C (-0.03, -1.25, -3.67)
N (0.05, -0.02, -3.22)
C (0.14, 1.00, -4.11)
C (0.23, 2.36, -3.60)
N (0.24, 2.55, -2.27)
C (0.31, 3.78, -1.80)
C (0.38, 4.92, -2.63)
C (0.38, 4.74, -3.99)
C (0.31, 3.44, -4.52)
C (0.33, 3.19, -5.93)
N (0.41, 4.15, -6.88)
H (0.08, -0.74, -7.02)
H (-0.10, -2.61, -5.34)
H (-0.12, -2.03, -2.92)
H (0.32, 3.89, -0.72)
H (0.42, 5.90, -2.19)
H (0.44, 5.57, -4.68)
C (3.74, 1.01, 1.73)
Si (3.77, -0.01, 0.15)
C (3.33, 1.04, -1.33)
C (5.42, -0.94, -0.04)
C (6.77, -0.60, -0.17)
C (7.74, -1.58, -0.22)
C (7.38, -2.93, -0.14)
C (6.05, -3.29, -0.02)
C (5.06, -2.31, 0.03)
Si (3.16, -2.27, 0.20)
C (2.53, -3.09, 1.76)
C (2.31, -3.00, -1.30)
H (4.44, 0.59, 2.46)
H (2.74, 1.02, 2.17)
H (4.04, 2.04, 1.52)
H (3.99, 1.92, -1.39)
H (2.30, 1.39, -1.29)
H (3.44, 0.48, -2.26)
H (7.06, 0.45, -0.23)
H (8.78, -1.31, -0.32)
H (8.15, -3.69, -0.18)
H (5.78, -4.34, 0.03)
H (2.71, -4.17, 1.73)
H (1.46, -2.93, 1.85)
H (3.02, -2.68, 2.65)
H (2.72, -3.98, -1.55)
H (2.42, -2.35, -2.18)
H (1.24, -3.12, -1.11)
C (-0.25, 6.48, 4.18)
C (-0.04, 5.22, 3.40)
C (-1.03, 4.25, 3.30)
C (-0.80, 3.09, 2.56)
N (0.35, 2.86, 1.93)
C (1.29, 3.79, 2.02)
C (1.15, 4.97, 2.73)
H (-1.24, 6.52, 4.62)
H (-0.12, 7.36, 3.54)
H (0.48, 6.56, 4.99)
H (-2.00, 4.39, 3.78)
H (-1.59, 2.35, 2.46)
H (2.21, 3.59, 1.48)
H (1.96, 5.69, 2.76)
C (-4.85, -4.87, -1.82)
Si (-3.80, -3.32, -1.49)
C (-3.42, -2.65, -3.23)
C (-5.03, -2.08, -0.72)
Ge (-1.77, -3.42, -0.23)
Si (-2.71, -3.95, 1.89)
C (-4.09, -5.25, 2.06)
C (-3.43, -2.39, 2.68)
C (-1.34, -4.53, 3.09)
Si (-1.01, -5.57, -0.91)
C (-2.12, -7.11, -0.76)
C (-0.52, -5.53, -2.74)
C (0.57, -6.08, 0.02)
H (-5.83, -4.56, -2.19)
H (-4.99, -5.47, -0.92)
H (-4.39, -5.51, -2.58)
H (-4.33, -2.61, -3.84)
H (-2.69, -3.27, -3.74)
H (-3.01, -1.64, -3.18)
H (-5.72, -1.72, -1.48)
H (-4.54, -1.22, -0.27)
H (-5.61, -2.57, 0.06)
H (-4.94, -4.99, 1.43)
H (-4.44, -5.30, 3.10)
H (-3.75, -6.25, 1.77)
H (-4.24, -1.97, 2.09)
H (-2.68, -1.60, 2.76)
H (-3.82, -2.59, 3.69)
H (-0.93, -5.50, 2.79)
H (-1.71, -4.62, 4.11)
H (-0.52, -3.81, 3.07)
H (-3.04, -6.99, -1.33)
H (-2.40, -7.30, 0.28)
H (-1.59, -7.99, -1.14)
H (-1.38, -5.29, -3.37)
H (-0.12, -6.49, -3.07)
H (0.24, -4.76, -2.93)
H (0.34, -6.44, 1.02)
H (1.26, -5.24, 0.12)
H (1.09, -6.89, -0.52)
C (-1.51, -1.46, 5.40)
C (0.01, -1.27, 5.40)
C (0.72, -2.60, 5.67)
C (0.42, -0.21, 6.43)
C (0.42, -0.79, 4.07)
N (0.71, -0.40, 3.02)
H (-1.82, -1.80, 6.39)
H (-1.81, -2.20, 4.66)
H (-2.02, -0.52, 5.17)
H (0.43, -2.96, 6.66)
H (1.80, -2.48, 5.65)
H (0.44, -3.35, 4.93)
H (0.13, -0.56, 7.43)
H (-0.07, 0.74, 6.23)
H (1.50, -0.05, 6.42)
C (-7.55, 0.92, 1.16)
Si (-6.33, 2.29, 0.71)
C (-6.50, 2.60, -1.14)
C (-6.90, 3.86, 1.59)
C (-4.65, 1.85, 1.16)
C (-3.49, 1.50, 1.41)
H (-8.58, 1.27, 1.07)
H (-7.38, 0.58, 2.18)
H (-7.41, 0.06, 0.50)
H (-7.53, 2.86, -1.41)
H (-6.22, 1.71, -1.70)
H (-5.85, 3.41, -1.46)
H (-7.94, 4.09, 1.34)
H (-6.28, 4.71, 1.29)
H (-6.82, 3.76, 2.67)

- LUMO (spin up / spin down) (eV) = 3.3 / 3.3
- multiplicity = 2
- net charge = -2
- ΔE to the lowest compared entry with this formula, charge and spin (kcal per mole) = 11.1
- frontier orbital gap (spin up / spin down) (hartree) = 0.1308 / 0.1994
- molecular weight (g mol⁻¹) = 1129.2


Number 1: calculated total energy -5542.4272 Ha. Number 2: calculated total energy -3109.1138 Ha. Number 3: calculated total energy -6396.2491 Ha.